ORCA calculation (ωB97M-V with the def2-TZVPD basis set) on 12 unconnected molecules or ions with the total composition C38H56BrFN16O7P.

Each line ends with the Löwdin charge.
Positions of all 120 atoms, in Å:
Br1 -0.0879 -0.8881 5.0950  1.048
P1 -1.3097 1.2277 1.5061  0.695
F1 -0.0703 -2.0870 8.0729  0.027
O1 -0.2947 0.0822 8.7190  0.070
O2 -2.2360 0.8886 0.1230  -0.278
O3 -6.1466 1.0038 3.6370  0.013
O4 -3.8046 -2.1701 7.0711  0.123
O5 -0.6059 2.5783 1.5050  -0.311
O6 -0.0622 0.0306 1.5564  -0.209
O7 -5.5122 -0.2150 1.8072  -0.005
N1 11.6738 -2.7511 -8.8451  0.121
N2 2.6010 -1.4542 -4.4842  0.103
N3 -1.2426 1.3992 -1.1704  0.059
N4 3.0488 2.3159 -2.3734  0.123
N5 -6.2618 2.0999 0.6895  0.141
N6 -8.9424 0.8677 8.8550  0.120
N7 -2.8023 -0.4834 3.0313  -0.030
N8 -1.5031 0.3380 5.5043  -0.305
N9 -4.3625 3.1055 7.1443  -0.008
N10 -7.5803 -2.2005 5.1959  0.140
N11 13.1818 -5.6509 -10.4377  0.131
N12 6.9710 0.4146 -6.9417  0.121
N13 -2.1321 -2.1265 0.9020  0.156
N14 9.1428 2.1881 -9.8263  0.118
N15 -5.1599 1.9469 -3.3951  0.145
N16 -2.3401 -0.9233 8.3021  0.157
C1 -6.7809 2.0485 -0.3658  -0.163
C2 -0.2890 -3.7500 -0.1557  -0.038
C3 -8.6511 1.9678 6.4306  -0.051
C4 -2.9814 -1.2128 7.0141  -0.256
C5 -2.4506 -3.8407 4.1473  0.104
C6 12.6907 -2.6821 -9.4340  -0.256
C7 -8.8142 1.3515 7.7886  -0.242
C8 -0.5184 2.0063 -1.8967  -0.098
C9 9.6724 1.1836 -9.5155  -0.226
C10 -4.9269 -1.1888 4.1264  -0.032
C11 4.2589 0.0360 -1.6678  -0.062
C12 4.2282 -0.0950 -6.1191  -0.095
C13 -2.8405 -2.6203 4.2159  -0.080
C14 -2.8477 -0.3134 5.6572  -0.237
C15 3.3165 -0.8564 -5.2032  -0.253
C16 -1.3218 -2.8409 0.4373  -0.167
C17 -2.6210 3.7565 4.4458  0.030
C18 -7.7064 -2.1194 6.3634  -0.221
C19 -1.5832 2.8722 4.8131  -0.099
C20 6.9340 2.9182 -7.8863  -0.081
C21 12.1903 -6.2256 -10.1750  -0.230
C22 6.9544 1.5162 -7.3573  -0.233
C23 -0.9149 -0.9641 8.3824  -0.378
C24 3.5813 1.3129 -2.0629  -0.202
C25 10.9265 -6.9579 -9.8395  -0.062
C26 -5.5601 -0.0293 3.2302  -0.381
C27 -3.9632 0.8523 5.9975  -0.075
C28 -1.4352 1.3382 4.3379  -0.307
C29 13.9884 -2.5885 -10.1843  -0.083
C30 -2.3657 0.9296 3.0912  -0.274
C31 -7.4409 1.9824 -1.7081  -0.089
C32 -7.8626 -2.0134 7.8496  -0.064
C33 -3.3012 -1.0640 4.3143  -0.313
C34 -4.1442 1.9914 -3.9862  -0.195
C35 -2.8498 2.0469 -4.7388  -0.059
C36 0.3939 2.7700 -2.8107  -0.075
C37 10.3470 -0.0963 -9.1198  -0.096
C38 -3.6023 1.7931 7.2456  -0.239
H1 -4.0624 1.2919 8.1879  0.121
H2 3.5206 -0.7618 -1.5712  0.071
H3 0.3949 -4.0926 0.6229  0.081
H4 -0.1562 3.0965 -3.6959  0.064
H5 4.7702 0.1664 -0.7124  0.077
H6 -8.5261 2.0112 -1.5904  0.081
H7 14.3133 -1.5476 -10.2346  0.074
H8 -2.8539 4.6186 5.1807  0.090
H9 -2.9889 1.6515 -5.7464  0.082
H10 -3.2963 1.5932 2.9454  0.128
H11 -2.5164 -4.9764 3.9841  0.077
H12 -9.5372 1.7708 5.8248  0.085
H13 -3.7607 3.8965 7.4071  0.072
H14 -4.1457 1.5194 5.0901  0.103
H15 4.9902 -0.2464 -2.4269  0.076
H16 14.7546 -3.1765 -9.6771  0.076
H17 -8.8876 -2.2565 8.1341  0.086
H18 6.4450 3.5797 -7.1683  0.076
H19 10.0871 -6.5156 -10.3783  0.079
H20 -8.5177 3.0466 6.5264  0.081
H21 -1.1484 0.8224 6.3490  0.111
H22 -3.1721 3.6863 3.4422  0.099
H23 -2.0952 1.4506 -4.2228  0.063
H24 -7.7774 1.5434 5.9315  0.055
H25 -0.7806 3.2570 5.5535  0.131
H26 0.2793 -3.2173 -0.9202  0.085
H27 3.6782 0.2307 -7.0038  0.082
H28 -2.8219 -0.2564 8.9095  0.147
H29 -2.5037 3.0798 -4.8060  0.078
H30 -0.3505 1.2980 3.9258  0.089
H31 6.3877 2.9512 -8.8301  0.081
H32 0.7901 3.6457 -2.2949  0.079
H33 -5.5581 0.6671 1.3421  0.013
H34 5.0575 -0.7302 -6.4300  0.045
H35 10.8573 0.0327 -8.1642  0.079
H36 -5.4633 -1.3371 5.1412  0.081
H37 -4.7496 3.2359 6.2005  0.059
H38 0.5467 0.2041 2.3089  0.040
H39 -2.8674 0.1443 0.4234  0.086
H40 -4.9779 0.3775 6.2999  0.146
H41 -7.6358 -0.9973 8.1736  0.028
H42 1.2209 2.1367 -3.1207  0.020
H43 -7.1812 -2.7067 8.3462  0.080
H44 7.9536 3.2661 -8.0539  0.049
H45 -0.7736 -4.6157 -0.6103  0.085
H46 -7.1264 2.8288 -2.3178  0.056
H47 11.0774 -0.3805 -9.8776  0.055
H48 -5.1543 -2.1724 3.5532  0.149
H49 -2.1592 -1.1120 2.5171  0.032
H50 -2.5098 2.0905 7.3702  0.106
H51 13.8605 -2.9710 -11.1980  0.070
H52 -7.1617 1.0578 -2.2131  0.063
H53 9.6071 -0.8919 -9.0230  0.070
H54 4.6250 0.7810 -5.6042  0.063
H55 10.7346 -6.8947 -8.7671  0.079
H56 11.0190 -8.0075 -10.1236  0.078

Properties
Charge: +1
F_max: 15.2 eV/Å
ΔE to the lowest compared entry with this formula, charge and spin: 162.9 kcal per mole
LUMO: -0.169 Ha

---

ORCA calculation (ωB97M-V with the def2-TZVPD basis set) on a molecular structure, C38H57BCuN4O3Se.

Each line ends with the Löwdin spin population.
Positions of all 105 atoms, in Å:
Se1 1.2032 -2.0909 -0.1112  0.087
Cu1 -1.2586 -2.0447 -0.1013  0.741
O1 -1.1177 -1.2647 1.7758  0.030
O2 -1.0398 -1.5899 -2.0886  0.045
O3 -1.0926 -4.1015 0.2499  0.009
N1 -1.8275 1.1556 -0.3369  -0.001
N2 -4.2516 -0.9255 -0.1291  0.006
N3 -3.2372 -1.8032 -0.3206  0.047
N4 -3.0998 1.5298 -0.1916  0.000
C1 -1.0699 -4.6996 1.4844  0.000
C2 -1.1813 0.2923 -5.7087  0.000
C3 1.1406 -0.7401 1.2809  0.003
C4 -0.0172 0.0775 -3.4774  0.003
C5 -1.9229 3.4021 -0.3300  0.000
C6 0.2258 -4.3862 2.2712  0.000
C7 3.5545 1.9742 -4.9035  0.000
C8 -2.2586 -4.2818 2.3794  0.000
C9 1.1922 0.6345 -3.8732  0.000
C10 -3.1895 2.8755 -0.1840  0.000
C11 -2.5850 -0.0287 -3.7005  0.000
C12 -1.2760 0.5892 -4.2019  0.000
C13 1.1461 1.1681 3.2157  0.000
C14 -2.5720 0.2327 3.5098  0.000
C15 2.3935 -0.4190 -2.1287  0.003
C16 -0.0454 0.5057 2.9797  0.001
C17 4.4277 1.7630 -2.5983  0.000
C18 -0.0248 -0.8760 -2.4061  0.003
C19 -5.4042 -1.6165 -0.0758  0.002
C20 -3.7686 -3.0212 -0.4019  0.000
C21 3.3393 3.2038 2.5308  0.000
C22 -0.9781 0.8596 5.2910  0.000
C23 3.7366 0.9981 -3.7384  0.000
C24 4.6552 -0.1439 -4.2030  0.000
C25 1.2208 -1.0155 -1.7177  0.005
C26 2.3061 -0.0409 1.5474  0.003
C27 4.8263 1.2537 2.1330  0.000
C28 -1.2673 0.9883 3.7853  0.000
C29 -1.3788 2.1114 -3.9945  0.000
C30 -1.1053 2.2697 -0.4125  0.000
C31 2.4180 0.4033 -3.2517  0.002
C32 3.8901 1.6185 4.3979  0.000
C33 -1.1333 -6.2350 1.2887  0.001
C34 -5.1508 -2.9612 -0.2501  0.000
C35 -0.0811 -0.5380 1.9909  0.003
C36 -1.5241 2.4627 3.4341  0.000
C37 3.5884 1.7312 2.8954  0.000
C38 2.3448 0.9210 2.5428  0.001
B1 -4.3773 0.6482 -0.1504  0.000
H1 4.1856 -0.6950 -5.0194  0.000
H2 -0.0352 2.2348 -0.5243  0.000
H3 -6.3352 -1.0958 0.0743  0.000
H4 -5.0096 0.9204 -1.1547  0.000
H5 5.3777 2.1875 -2.9379  0.000
H6 -2.4192 2.8270 3.9479  0.000
H7 4.6315 1.1043 -1.7548  0.000
H8 5.6178 0.2473 -4.5491  0.000
H9 -3.4286 0.4582 -4.2022  0.000
H10 -5.8658 -3.7661 -0.2621  0.000
H11 4.5286 2.3574 -5.2189  0.000
H12 3.7847 2.5711 -2.2467  0.000
H13 -2.8221 0.2549 2.4545  0.000
H14 3.1722 -0.2716 0.9394  0.002
H15 4.8347 -0.8411 -3.3845  0.000
H16 3.1115 3.2802 1.4668  0.000
H17 -2.0506 -6.4919 0.7553  0.000
H18 -1.3409 2.3443 -2.9316  0.000
H19 -1.6826 2.5563 2.3626  0.000
H20 -2.2821 -3.1934 2.4329  0.000
H21 1.1689 1.3109 -4.7188  0.000
H22 -2.6199 -1.0964 -3.9077  0.000
H23 5.0392 0.2063 2.3528  0.000
H24 4.0413 0.5736 4.6733  0.000
H25 4.6851 1.3660 1.0573  0.000
H26 -0.2928 0.7379 -6.1602  0.000
H27 4.2171 3.8202 2.7517  0.000
H28 -3.1146 -3.8660 -0.5495  0.000
H29 4.7962 2.1785 4.6498  0.000
H30 -3.3806 0.7118 4.0740  0.000
H31 0.2919 -4.9872 3.1840  0.000
H32 -1.6271 4.4375 -0.3715  0.000
H33 -4.1429 3.3681 -0.0786  0.000
H34 1.0949 -4.5944 1.6429  0.000
H35 0.2401 -3.3269 2.5355  0.000
H36 -0.1087 1.4461 5.5931  0.000
H37 -0.5650 2.6445 -4.4926  0.000
H38 -3.2005 -4.6285 1.9477  0.000
H39 3.2915 -0.6017 -1.5480  0.002
H40 5.6942 1.8497 2.4272  0.000
H41 3.0699 2.0099 4.9994  0.000
H42 1.1516 1.9487 3.9692  0.000
H43 -2.3272 2.4833 -4.3937  0.000
H44 -2.0615 0.6915 -6.2216  0.000
H45 2.9330 2.8193 -4.6034  0.000
H46 -2.6915 0.0977 -2.6282  0.000
H47 -0.7872 -0.1849 5.5436  0.000
H48 -0.6832 3.1016 3.7133  0.000
H49 -0.2771 -6.5600 0.6945  0.000
H50 -2.5032 -0.8095 3.8170  0.000
H51 -1.1209 -6.7558 2.2531  0.000
H52 -1.1404 -0.7864 -5.8702  0.000
H53 -1.8384 1.2103 5.8686  0.000
H54 -5.0008 0.9602 0.8439  0.000
H55 2.4858 3.6000 3.0812  0.000
H56 -2.1535 -4.6956 3.3884  0.000
H57 3.0907 1.4857 -5.7616  0.000

Properties
Multiplicity: 2
Charge: -2
F_max: 0.6 eV/Å
ΔE to the lowest compared entry with this formula, charge and spin: 28.5 kcal per mole
LUMO (alpha / beta): 0.152 / 0.152 Ha
Expectation value of S²: 0.754

---

no.,total energy (eV)
1,-160515.7533
2,-163099.2376